1.
{"formula": "C20H15O9RhS5Sb", "method": "the ωB97M-V functional and the def2-TZVPD basis", "species": ["Rh", "S", "Sb", "S", "S", "O", "S", "O", "O", "C", "C", "C", "C", "C", "C", "S", "O", "O", "O", "H", "H", "H", "H", "O", "C", "C", "O", "O", "C", "C", "C", "C", "C", "C", "C", "C", "C", "C", "C", "C", "H", "H", "H", "H", "H", "H", "H", "H", "H", "H", "H"], "xyz": [[1.37, 0.39, -2.13], [4.39, 4.06, -3.61], [3.93, 1.79, -3.70], [3.49, 1.11, -1.43], [1.58, 1.59, -4.17], [-2.58, -1.27, -2.57], [-1.17, -1.29, -2.29], [-0.82, -0.73, -0.99], [-0.31, -0.77, -3.37], [-0.72, -3.03, -2.19], [-1.77, -3.94, -2.27], [-1.52, -5.31, -2.24], [-0.21, -5.77, -2.13], [0.83, -4.86, -2.05], [0.60, -3.49, -2.06], [2.06, -2.46, -1.77], [3.13, -3.40, -1.63], [1.75, -1.71, -0.55], [2.26, -1.52, -2.91], [-2.77, -3.54, -2.37], [-2.34, -6.01, -2.29], [-0.01, -6.83, -2.12], [1.86, -5.20, -1.94], [0.99, 0.53, 0.66], [-0.08, 1.43, 0.89], [-0.62, 2.05, -0.50], [-1.66, 2.71, -0.44], [0.13, 1.95, -1.53], [-1.18, 0.75, 1.71], [-2.48, 1.25, 1.85], [-3.42, 0.61, 2.64], [-3.10, -0.56, 3.31], [-1.83, -1.08, 3.18], [-0.88, -0.43, 2.39], [0.52, 2.66, 1.57], [-0.27, 3.60, 2.24], [0.29, 4.74, 2.78], [1.66, 4.98, 2.67], [2.45, 4.05, 2.01], [1.88, 2.91, 1.46], [0.63, -0.34, 0.46], [-2.77, 2.12, 1.27], [-4.42, 1.03, 2.72], [-3.84, -1.07, 3.92], [-1.55, -2.00, 3.69], [0.11, -0.86, 2.31], [-1.34, 3.43, 2.33], [-0.34, 5.46, 3.30], [2.10, 5.88, 3.09], [3.51, 4.22, 1.90], [2.50, 2.20, 0.92]], "gap_ev": [7.32, 5.43], "spin_multiplicity": 2, "e_above_lowest_ev": 1.7502, "charge": -2, "e_homo_ha": [-0.10435, -0.10258]}

2.
{"formula": "C22H33InN2OP3", "method": "the ωB97M-V functional and the def2-TZVPD basis", "species": ["In", "P", "P", "N", "N", "H", "H", "H", "C", "H", "C", "H", "H", "C", "C", "C", "C", "H", "H", "H", "H", "H", "H", "H", "C", "C", "C", "O", "H", "H", "H", "H", "H", "H", "H", "C", "P", "C", "C", "C", "C", "C", "C", "C", "C", "C", "C", "C", "C", "H", "H", "H", "H", "H", "H", "H", "H", "H", "H", "H", "H", "H"], "xyz": [[-0.09, 0.28, 0.03], [-2.15, -1.37, 0.70], [-0.02, 2.86, 0.29], [0.70, -1.83, -0.71], [1.93, 0.60, -0.86], [2.46, -2.64, -1.65], [3.76, -0.37, -1.23], [2.68, -1.97, 0.04], [2.16, -1.86, -0.93], [2.63, -0.47, -2.60], [2.68, -0.50, -1.48], [0.20, -3.91, -0.77], [3.05, 2.05, -1.84], [-0.09, -2.84, -0.62], [2.19, 1.86, -1.17], [-1.61, -2.69, -0.53], [1.45, 2.97, -0.71], [-2.16, -3.60, -0.17], [1.82, 3.97, -0.95], [-1.08, 3.58, -0.37], [0.20, 3.42, 1.57], [-3.45, -1.27, 0.11], [-2.29, -2.45, 1.65], [0.43, 0.80, -3.05], [-0.68, 0.62, -3.05], [-1.45, 1.87, -3.51], [-1.00, -0.56, -3.97], [-1.10, 0.52, -1.69], [-1.23, 2.20, -4.52], [-2.51, 1.58, -3.49], [-1.28, 2.73, -2.86], [-0.43, -1.46, -3.71], [-2.06, -0.84, -3.93], [-0.81, -0.25, -5.01], [-2.03, -2.55, -1.54], [3.05, 0.47, 2.33], [1.28, 0.02, 2.46], [1.32, -1.66, 3.23], [2.53, -2.39, 3.29], [2.51, -3.73, 3.69], [1.31, -4.33, 4.08], [0.13, -3.57, 4.15], [0.13, -2.26, 3.68], [0.62, 1.21, 3.72], [-0.75, 1.17, 4.04], [-1.31, 2.18, 4.84], [-0.52, 3.25, 5.26], [0.85, 3.27, 4.99], [1.43, 2.25, 4.23], [3.56, -0.23, 1.66], [3.54, 0.46, 3.32], [3.13, 1.48, 1.90], [3.49, -1.93, 3.04], [3.44, -4.31, 3.69], [1.28, -5.39, 4.33], [-0.79, -4.00, 4.55], [-0.81, -1.68, 3.67], [-1.39, 0.35, 3.66], [-2.36, 2.11, 5.12], [-0.99, 4.10, 5.78], [1.48, 4.09, 5.35], [2.51, 2.27, 4.03]], "gap_ev": [8.52, 5.72], "spin_multiplicity": 2, "e_above_lowest_ev": 0.4247, "charge": 2, "e_homo_ha": [-0.52921, -0.52872]}

3.
{"formula": "C2H9NS2", "method": "the ωB97M-V functional and the def2-TZVPD basis", "species": ["C", "S", "S", "H", "H", "H", "H", "C", "N", "H", "H", "H", "H", "H"], "xyz": [[-0.84, -3.63, 1.39], [-0.36, -2.95, -0.16], [-2.01, -1.46, -0.19], [-1.96, -3.65, 1.43], [-0.42, -4.68, 1.48], [-0.49, -3.05, 2.30], [-2.88, -2.19, -0.98], [1.71, 3.34, -0.99], [0.91, 2.40, -0.25], [2.65, 3.00, -1.46], [1.19, 3.68, -1.88], [1.73, 4.46, -0.65], [0.05, 2.14, -0.78], [0.71, 2.58, 0.74]], "gap_ev": 8.99, "e_above_lowest_ev": 1.5301, "charge": 0, "e_homo_ha": -0.33021, "smiles": "CSS.CN"}

4.
{"formula": "C3H4N2S2", "method": "the ωB97M-V functional and the def2-TZVPD basis", "species": ["C", "C", "N", "N", "C", "S", "S", "H", "H", "H", "H"], "xyz": [[0.92, -0.67, -0.20], [-0.34, 0.12, 0.21], [-0.59, 1.28, 0.07], [-1.76, 1.83, 0.40], [-2.86, 1.27, 0.21], [-2.97, -0.56, -0.47], [-1.51, -1.15, 0.92], [1.29, -0.42, -1.23], [0.60, -1.68, -0.25], [1.75, -0.64, 0.44], [-3.81, 1.73, 0.31]], "gap_ev": 8.69, "e_above_lowest_ev": 2.6742, "charge": 0, "e_homo_ha": -0.32739, "smiles": "CC1=NN=CSS1"}

5.
{"formula": "C8H14CaN2PS", "method": "the ωB97M-V functional and the def2-TZVPD basis", "species": ["C", "C", "C", "C", "C", "Ca", "P", "H", "H", "H", "H", "H", "H", "H", "H", "S", "C", "N", "C", "C", "N", "H", "H", "H", "H", "H", "H"], "xyz": [[-2.64, 0.39, -1.93], [-3.19, 0.66, -3.20], [-3.42, 2.06, -3.32], [-3.01, 2.71, -2.12], [-2.52, 1.74, -1.22], [-0.55, -0.42, 0.91], [-0.66, -2.91, -0.25], [-2.37, -0.59, -1.51], [-3.41, -0.09, -3.96], [-3.83, 2.56, -4.20], [-2.13, 1.91, -0.21], [-3.07, 3.78, -1.92], [0.14, -3.99, 0.27], [-0.39, -3.15, -1.64], [-1.92, -3.61, -0.20], [1.10, 1.31, -0.14], [2.04, 0.57, 1.08], [1.49, -0.02, 2.26], [2.58, -0.61, 3.09], [3.80, -0.53, 2.19], [3.33, 0.26, 1.05], [0.91, 0.64, 2.80], [2.31, -1.63, 3.34], [2.69, -0.02, 4.00], [4.12, -1.53, 1.86], [4.64, -0.03, 2.68], [3.94, 0.54, 0.28]], "gap_ev": [4.12, 3.94], "e_above_lowest_ev": 0.0000, "charge": -1, "e_homo_ha": [-0.05982, -0.04654]}

6.
{"formula": "BrFS", "method": "the ωB97M-V functional and the def2-TZVPD basis", "species": ["F", "S", "Br"], "xyz": [[-1.63, 0.28, 0.83], [2.47, -0.39, -1.22], [0.75, 0.05, -0.13]], "gap_ev": [4.88, 4.77], "e_above_lowest_ev": 3.1684, "charge": 0, "e_homo_ha": [-0.35902, -0.35645]}

7.
{"formula": "C15H27Cl6CuO7", "method": "the ωB97M-V functional and the def2-TZVPD basis", "species": ["Cu", "C", "O", "H", "H", "H", "C", "C", "C", "O", "C", "O", "O", "H", "H", "H", "H", "H", "H", "C", "C", "C", "O", "C", "O", "O", "H", "H", "H", "H", "H", "H", "Cl", "C", "C", "Cl", "H", "H", "H", "H", "Cl", "C", "C", "Cl", "H", "H", "H", "H", "Cl", "C", "C", "Cl", "H", "H", "H", "H"], "xyz": [[28.42, -2.57, -4.52], [27.32, 1.49, -3.01], [28.09, 0.38, -3.31], [27.85, 2.33, -2.56], [26.83, 1.85, -3.91], [26.43, 1.30, -2.41], [28.08, -0.52, 1.68], [29.51, -0.91, 1.30], [30.32, 0.29, 0.86], [31.49, 0.15, 1.69], [31.27, -0.75, 2.68], [31.91, -0.95, 3.67], [30.13, -1.33, 2.47], [28.05, 0.35, 2.34], [27.64, -1.34, 2.24], [27.38, -0.30, 0.87], [29.50, -1.59, 0.45], [29.94, 1.29, 1.07], [30.64, 0.21, -0.18], [27.90, 6.01, -7.57], [27.35, 4.98, -6.57], [26.47, 5.67, -5.51], [25.25, 5.17, -5.87], [25.27, 4.41, -6.93], [24.28, 3.88, -7.39], [26.51, 4.21, -7.31], [27.12, 6.54, -8.10], [28.39, 5.45, -8.36], [28.56, 6.74, -7.10], [28.14, 4.40, -6.09], [26.63, 6.74, -5.59], [26.79, 5.30, -4.54], [30.35, 6.28, -2.63], [31.22, 7.75, -2.20], [30.83, 8.14, -0.77], [30.99, 6.79, 0.32], [31.05, 8.48, -2.98], [32.26, 7.45, -2.30], [29.76, 8.28, -0.94], [31.27, 9.08, -0.42], [20.50, 3.36, -3.76], [21.52, 1.93, -3.43], [21.64, 1.07, -4.72], [20.45, -0.29, -4.61], [21.05, 1.34, -2.64], [22.49, 2.30, -3.10], [22.63, 0.64, -4.89], [21.39, 1.72, -5.57], [35.33, 1.71, -4.64], [33.69, 1.36, -4.22], [32.89, 1.25, -5.45], [32.71, 2.81, -6.33], [33.43, 2.12, -3.49], [33.60, 0.44, -3.66], [31.86, 0.94, -5.25], [33.25, 0.48, -6.13]], "gap_ev": [4.64, 4.65], "spin_multiplicity": 2, "e_above_lowest_ev": 2.2086, "charge": 1, "e_homo_ha": [-0.45454, -0.45454]}

8.
{"formula": "C8H28AlB3O4S2", "method": "the ωB97M-V functional and the def2-TZVPD basis", "species": ["Al", "B", "H", "H", "H", "H", "B", "H", "H", "H", "H", "B", "H", "H", "H", "H", "C", "C", "C", "S", "O", "O", "C", "H", "H", "H", "H", "H", "H", "H", "H", "C", "C", "C", "S", "O", "O", "C", "H", "H", "H", "H", "H", "H", "H", "H"], "xyz": [[-2.83, 0.30, -1.19], [-4.61, -1.63, -0.01], [-3.91, -2.14, -0.75], [-5.09, -0.80, -0.63], [-5.35, -2.40, 0.38], [-4.01, -1.28, 0.90], [0.05, -0.46, -2.09], [-0.13, 0.27, -1.24], [-0.70, -0.18, -2.91], [1.11, -0.40, -2.51], [-0.14, -1.51, -1.72], [-2.47, 3.16, -2.01], [-2.72, 3.02, -0.90], [-2.55, 4.25, -2.30], [-1.39, 2.88, -2.19], [-3.12, 2.48, -2.67], [3.02, 1.81, 0.02], [2.70, 3.06, -0.79], [1.17, 3.01, -1.16], [0.41, 2.49, 0.42], [-0.78, 1.67, 0.28], [0.39, 3.68, 1.28], [1.80, 1.38, 0.87], [3.90, 1.87, 0.66], [3.15, 1.04, -0.74], [3.35, 3.11, -1.67], [2.88, 4.02, -0.29], [1.00, 2.23, -1.91], [0.67, 3.92, -1.48], [1.48, 0.42, 0.46], [1.75, 1.17, 1.94], [1.42, -2.21, 2.59], [2.04, -3.06, 1.41], [0.96, -3.00, 0.30], [-0.70, -2.79, 1.04], [-1.35, -4.07, 1.06], [-1.39, -1.65, 0.49], [-0.08, -2.49, 2.76], [1.62, -1.15, 2.42], [1.94, -2.47, 3.51], [2.28, -4.10, 1.63], [2.99, -2.59, 1.14], [0.95, -3.74, -0.50], [1.09, -2.06, -0.24], [-0.17, -3.44, 3.28], [-0.62, -1.60, 3.08]], "gap_ev": 4.86, "e_above_lowest_ev": 0.6128, "charge": 0, "e_homo_ha": -0.38174}

9.
{"formula": "C5H8N2", "method": "the ωB97M-V functional and the def2-TZVPD basis", "species": ["C", "C", "C", "N", "C", "C", "N", "H", "H", "H", "H", "H", "H", "H", "H"], "xyz": [[0.15, -0.68, 1.27], [0.29, 0.07, -0.04], [1.22, 1.27, 0.00], [0.33, -0.67, -1.29], [-0.87, 0.11, -0.99], [-2.10, -0.57, -0.64], [-3.08, -1.13, -0.38], [-0.26, -0.03, 2.04], [1.13, -1.03, 1.60], [-0.52, -1.54, 1.17], [2.23, 0.96, -0.28], [0.92, 2.05, -0.70], [1.26, 1.71, 1.00], [0.15, -1.66, -1.13], [-1.02, 0.98, -1.62]], "gap_ev": 10.93, "e_above_lowest_ev": 1.2485, "charge": 0, "e_homo_ha": -0.36899, "smiles": "CC1(C)N[C@H]1C#N"}

10.
{"formula": "C5H9NOS", "method": "the ωB97M-V functional and the def2-TZVPD basis", "species": ["C", "C", "C", "C", "C", "H", "H", "H", "H", "H", "H", "H", "H", "H", "N", "O", "S"], "xyz": [[2.17, -1.47, -0.39], [0.82, -0.21, 0.61], [-0.22, 0.38, -0.39], [-0.60, 1.88, -0.30], [-2.83, 0.32, 0.12], [3.13, -1.17, -0.86], [1.26, -1.88, -1.01], [2.55, -2.32, 0.58], [0.89, 0.40, 1.63], [0.60, -1.13, 1.03], [-0.17, -0.31, -1.31], [-1.05, 2.34, -1.17], [-0.11, 2.65, 0.51], [-3.55, 1.16, 0.72], [-1.51, 0.73, 0.05], [2.13, -0.14, 0.21], [-3.54, -1.23, -0.02]], "gap_ev": 8.71, "e_above_lowest_ev": 6.5911, "charge": 0, "e_homo_ha": -0.30983}

11.
{"formula": "C33H69N9O9", "method": "the ωB97M-V functional and the def2-TZVPD basis", "species": ["C", "N", "C", "C", "O", "H", "H", "H", "H", "H", "H", "H", "C", "N", "C", "C", "O", "H", "H", "H", "H", "H", "H", "H", "C", "N", "C", "C", "O", "H", "H", "H", "H", "H", "H", "H", "C", "N", "C", "C", "O", "H", "H", "H", "H", "H", "H", "H", "C", "N", "C", "C", "O", "H", "H", "H", "H", "H", "H", "H", "C", "N", "C", "C", "O", "H", "H", "H", "H", "H", "H", "H", "C", "C", "C", "O", "H", "H", "H", "H", "H", "H", "C", "C", "C", "O", "H", "H", "H", "H", "H", "H", "C", "C", "C", "O", "H", "H", "H", "H", "H", "H", "C", "C", "N", "H", "H", "H", "C", "C", "N", "H", "H", "H", "C", "C", "N", "H", "H", "H"], "xyz": [[0.63, -0.98, -1.20], [0.25, -0.14, -0.09], [0.54, -0.65, 1.24], [-0.33, 1.06, -0.24], [-0.73, 1.76, 0.66], [0.14, -1.96, -1.21], [1.72, -1.07, -1.18], [0.33, -0.54, -2.16], [0.32, -1.67, 1.51], [1.59, -0.36, 1.41], [-0.04, -0.01, 1.92], [-0.35, 1.37, -1.30], [-3.57, -4.96, 1.89], [-2.98, -4.02, 0.98], [-2.16, -4.56, -0.08], [-2.89, -2.71, 1.31], [-2.18, -1.89, 0.78], [-4.03, -5.77, 1.33], [-4.32, -4.45, 2.49], [-2.83, -5.42, 2.55], [-2.76, -5.18, -0.75], [-1.69, -3.82, -0.72], [-1.34, -5.19, 0.30], [-3.52, -2.47, 2.19], [0.34, 4.35, -3.62], [1.43, 4.41, -2.66], [2.20, 3.22, -2.41], [1.70, 5.56, -2.03], [2.65, 5.78, -1.31], [-0.63, 4.53, -3.15], [0.32, 3.36, -4.07], [0.49, 5.08, -4.42], [2.59, 3.22, -1.39], [1.57, 2.33, -2.51], [3.05, 3.11, -3.09], [0.96, 6.36, -2.26], [-2.18, -3.52, -5.45], [-3.23, -2.78, -4.73], [-3.07, -2.65, -3.31], [-4.26, -2.16, -5.35], [-5.23, -1.69, -4.77], [-1.25, -2.96, -5.40], [-2.52, -3.76, -6.45], [-2.07, -4.48, -4.93], [-3.24, -3.58, -2.77], [-2.07, -2.31, -3.02], [-3.78, -1.90, -2.99], [-4.12, -2.11, -6.44], [-2.17, 5.85, 3.30], [-1.98, 6.26, 1.92], [-1.88, 5.18, 0.96], [-2.07, 7.54, 1.50], [-2.07, 7.91, 0.35], [-2.74, 6.58, 3.87], [-1.20, 5.67, 3.77], [-2.72, 4.91, 3.33], [-2.71, 4.47, 1.00], [-1.67, 5.54, -0.04], [-0.98, 4.59, 1.20], [-2.11, 8.22, 2.37], [2.46, 4.03, 1.85], [1.96, 3.95, 3.23], [2.58, 4.80, 4.22], [0.78, 3.34, 3.45], [0.12, 3.43, 4.47], [3.53, 3.89, 1.78], [2.13, 4.98, 1.42], [2.06, 3.19, 1.29], [2.40, 5.85, 3.95], [2.10, 4.63, 5.18], [3.65, 4.63, 4.28], [0.50, 2.66, 2.63], [-0.19, -4.48, 4.18], [1.00, -5.17, 3.56], [1.23, -4.84, 2.11], [1.77, -5.83, 4.20], [-0.17, -4.33, 5.26], [-1.06, -5.09, 3.91], [-0.34, -3.47, 3.79], [0.29, -4.67, 1.60], [1.86, -5.61, 1.67], [1.84, -3.93, 2.06], [2.68, -1.26, -4.51], [3.77, -0.61, -3.70], [5.20, -1.03, -3.94], [3.49, 0.32, -2.97], [2.93, -1.12, -5.57], [1.77, -0.69, -4.31], [2.48, -2.32, -4.34], [5.25, -1.81, -4.69], [5.64, -1.44, -3.03], [5.74, -0.15, -4.28], [4.67, -2.41, -0.09], [4.55, -3.68, -0.91], [3.35, -4.56, -0.68], [5.43, -4.01, -1.66], [4.65, -2.60, 0.97], [3.91, -1.68, -0.39], [5.59, -1.92, -0.44], [2.42, -4.02, -0.53], [3.54, -5.18, 0.20], [3.19, -5.19, -1.56], [-3.60, 1.57, 2.02], [-4.66, 2.49, 2.38], [-5.50, 3.22, 2.65], [-2.63, 1.90, 2.40], [-3.46, 1.50, 0.94], [-3.80, 0.55, 2.36], [2.69, -0.97, 4.56], [3.52, -0.01, 3.84], [4.09, 0.78, 3.23], [3.27, -1.50, 5.30], [2.25, -1.64, 3.82], [1.81, -0.49, 4.99], [-5.44, -0.30, -1.41], [-4.10, 0.28, -1.55], [-3.07, 0.76, -1.68], [-5.41, -1.38, -1.50], [-6.05, 0.12, -2.21], [-5.85, -0.02, -0.44]], "gap_ev": 8.30, "e_above_lowest_ev": 1.0176, "charge": 0, "e_homo_ha": -0.31310, "smiles": "CN(C)C=O.CN(C)C=O.CN(C)C=O.CN(C)C=O.CN(C)C=O.CN(C)C=O.CC(C)=O.CC(C)=O.CC(C)=O.CC#N.CC#N.CC#N"}

12.
{"formula": "C5H2IN", "method": "the ωB97M-V functional and the def2-TZVPD basis", "species": ["C", "C", "C", "N", "H", "C", "C", "I", "H"], "xyz": [[-0.05, 0.08, -1.79], [-0.83, 0.21, -0.89], [-1.98, 0.25, -0.14], [-2.92, 0.14, 0.51], [0.67, 0.36, -2.52], [0.91, 0.16, 1.84], [1.36, -0.41, 0.89], [2.44, -1.39, -0.48], [0.39, 0.58, 2.58]], "gap_ev": 9.91, "e_above_lowest_ev": 0.5739, "charge": 0, "e_homo_ha": -0.36127, "smiles": "C#CC#N.C#CI"}